ORCA calculation (ωB97M-V/def2-TZVPD) on a molecular structure, C21H28ClKN4O10S in a non-equilibrium geometry.

```
66
Properties=species:S:1:pos:R:3
K 0.215 -0.235 1.195
C -2.692 3.385 1.644
C -2.489 2.870 0.241
C -1.474 3.387 -0.561
C -1.285 2.937 -1.862
C -0.140 3.473 -2.687
C -2.137 1.959 -2.365
C -3.150 1.409 -1.587
C -4.034 0.316 -2.129
C -3.314 1.877 -0.284
H -3.344 4.265 1.637
H -1.747 3.667 2.106
H -3.152 2.627 2.280
H -0.790 4.125 -0.151
H -0.137 4.566 -2.698
H -0.199 3.123 -3.720
H 0.818 3.146 -2.273
H -1.986 1.591 -3.376
H -5.084 0.623 -2.131
H -3.966 -0.582 -1.513
H -3.751 0.055 -3.151
H -4.084 1.434 0.342
O -1.292 -2.940 -0.138
C -0.092 -2.704 0.162
O 0.415 -2.695 1.324
C 0.829 -2.181 -0.962
O 1.423 -2.940 -1.736
O 0.859 -0.893 -0.925
O -0.400 2.629 4.212
Cl -0.054 1.521 3.345
O 1.053 0.751 3.898
O 0.341 2.027 2.025
O -1.205 0.628 3.172
C -2.160 -2.941 3.092
N -3.124 -2.860 1.993
C -4.376 -2.446 2.091
S -5.337 -1.956 0.752
N -4.940 -2.388 3.338
C -4.682 -3.292 4.446
H -1.164 -2.893 2.645
H -2.235 -3.883 3.635
H -2.282 -2.104 3.782
H -2.674 -2.880 1.062
H -5.863 -1.993 3.288
H -4.179 -4.193 4.103
H -5.640 -3.596 4.871
H -4.080 -2.842 5.236
O 8.288 -1.348 -0.397
C 8.122 -1.029 -1.769
N 6.755 -0.859 -2.175
C 6.075 0.234 -1.676
O 6.671 1.073 -1.016
C 4.627 0.309 -1.992
C 4.018 -0.452 -2.992
C 2.674 -0.316 -3.209
C 1.944 0.548 -2.388
N 2.524 1.357 -1.500
C 3.833 1.198 -1.293
H 7.870 -0.622 0.086
H 8.550 -1.853 -2.334
H 8.654 -0.108 -2.000
H 6.198 -1.696 -2.267
H 4.601 -1.115 -3.622
H 2.158 -0.911 -3.949
H 0.926 0.810 -2.637
H 4.294 1.828 -0.540
```

Calculated values
Orbital gap   6.28 eV
Total charge   -2
E_tot   -3246.7065 a.u.
HOMO energy   -2.1 eV
Energy relative to the best compared isomer or geometry (same formula, charge and spin)   2.5224 eV

Here is what Löwdin gives for the atomic charges, in e: 0.93, -0.06, -0.26, -0.02, -0.27, -0.06, -0.03, -0.26, -0.06, -0.01, 0.07, 0.06, 0.08, 0.12, 0.07, 0.07, 0.06, 0.11, 0.07, 0.04, 0.07, 0.11, -0.04, -0.66, -0.15, -0.60, -0.01, -0.21, -0.35, 0.63, -0.36, -0.46, -0.42, -0.06, -0.01, -0.88, 0.46, -0.07, -0.11, 0.06, 0.07, 0.09, 0.08, 0.07, 0.07, 0.07, 0.07, -0.05, -0.27, 0.07, -0.43, 0.04, -0.14, -0.03, -0.05, -0.15, 0.09, -0.07, 0.08, 0.12, 0.12, 0.13, 0.11, 0.11, 0.10, 0.12

***

ORCA calculation (ωB97M-V/def2-TZVPD) on a molecular structure, C21H27NO5 in a non-equilibrium geometry.

```
54
Properties=species:S:1:pos:R:3
C -6.873 -1.233 0.330
H -6.329 -2.187 -0.094
O -6.037 -0.035 -0.254
C -4.848 -0.022 0.124
C -4.185 -1.038 0.826
C -2.943 -0.708 1.356
C -2.307 0.367 0.975
C -2.938 1.397 -0.153
C -4.289 1.178 -0.455
O -4.952 1.906 -1.168
C -4.459 3.307 -1.682
H -4.174 3.894 -1.019
H -5.158 3.403 -2.405
H -3.533 2.950 -2.313
H -2.415 2.226 -0.541
C -0.906 0.663 1.291
C 0.033 1.490 0.779
C 1.352 1.635 1.246
O 2.029 0.989 1.836
O 2.004 2.788 0.750
C 3.343 2.950 0.910
H 3.451 4.119 1.033
H 3.534 2.769 2.101
C 4.312 2.234 0.277
O 5.152 2.925 -0.871
N 4.378 0.874 0.233
H 3.628 0.271 0.882
C 5.138 0.098 -0.562
H 5.807 0.491 -0.896
H 5.590 -0.827 0.223
C 4.287 -0.689 -1.647
C 3.098 -1.586 -1.104
C 3.369 -2.573 -0.178
C 2.231 -3.472 0.507
C 0.970 -2.544 0.634
C 0.691 -1.745 -0.717
C 1.781 -1.013 -1.424
H 1.655 -0.021 -0.505
H 1.625 -0.810 -2.311
H 0.426 -2.661 -1.347
H -0.221 -1.486 -0.568
H 0.034 -2.983 1.281
H 1.108 -1.680 1.326
H 1.973 -4.418 0.028
H 2.502 -3.558 1.454
H 4.500 -3.050 -0.063
H 3.979 -0.178 -2.269
H 5.076 -1.629 -2.088
H -0.259 2.520 -0.070
H -0.556 0.041 1.914
H -2.341 -1.264 1.901
H -4.674 -1.692 1.326
H -7.733 -1.069 -0.279
H -6.928 -1.316 1.437
```

Calculated values
Orbital gap   7.90 eV
E_tot   -1246.6207 a.u.
HOMO energy   -8.1 eV
Energy relative to the best compared isomer or geometry (same formula, charge and spin)   21.7874 eV

Here is what Löwdin gives for the atomic charges, in e: 0.06, 0.13, -0.01, -0.29, 0.01, -0.07, -0.15, 0.14, -0.37, 0.01, 0.13, 0.01, 0.06, 0.14, 0.05, -0.02, 0.00, -0.60, 0.16, -0.02, -0.24, 0.19, 0.19, -0.21, -0.21, 0.05, 0.22, -0.18, -0.04, 0.19, -0.04, -0.24, -0.02, -0.16, -0.18, -0.22, -0.09, 0.20, 0.03, 0.13, 0.02, 0.15, 0.08, 0.11, 0.03, 0.15, -0.04, 0.20, 0.22, 0.04, 0.08, 0.03, 0.07, 0.10

***

ORCA calculation (ωB97M-V/def2-TZVPD) on a molecular structure, C4H8NO3 in a non-equilibrium geometry.

```
16
Properties=species:S:1:pos:R:3
C 0.886 -0.447 -1.192
C 0.144 -1.431 -0.227
C -0.844 -1.012 0.835
O -1.328 -1.903 1.691
N 1.194 0.827 -0.596
C 1.728 1.995 -1.320
O 2.001 3.025 -0.630
O 1.464 1.848 -2.585
H 0.219 -0.176 -2.172
H 1.856 -0.882 -1.570
H 0.205 -0.547 0.858
H 0.435 -2.500 -0.186
H -3.395 0.284 2.895
H -1.615 -0.289 0.521
H -4.061 0.263 3.243
H 1.112 0.944 0.435
```

Calculated values
Orbital gap   7.29 eV
Total charge   -1
E_tot   -437.5653 a.u.
HOMO energy   -4.7 eV
Energy relative to the best compared isomer or geometry (same formula, charge and spin)   6.5353 eV

Here is what Löwdin gives for the atomic charges, in e: -0.24, 0.05, -0.41, -0.20, -0.05, -0.71, -0.10, -0.14, 0.16, 0.11, 0.13, 0.12, 0.01, 0.14, 0.01, 0.11

***

ORCA calculation (ωB97M-V/def2-TZVPD) on a molecular structure, C24H19AsZr.

```
45
Properties=species:S:1:pos:R:3
Zr -1.180 -1.151 -0.406
C -2.374 -1.839 1.848
C -2.713 -2.832 0.920
C -3.425 -2.495 -0.253
C -3.827 -1.164 -0.467
C -3.470 -0.161 0.453
C -2.749 -0.498 1.616
H -1.856 -2.107 2.764
H -2.448 -3.869 1.108
H -3.722 -3.272 -0.951
H -4.425 -0.917 -1.340
H -3.805 0.858 0.294
H -2.533 0.261 2.359
C 3.060 3.527 3.036
C 2.961 3.619 1.649
C 2.162 2.732 0.945
C 1.496 1.768 1.703
C 1.553 1.648 3.091
C 2.368 2.552 3.752
As 0.433 0.509 0.727
C 1.187 -1.111 -0.109
C 1.803 -2.183 0.556
C 2.381 -3.206 -0.198
C 2.302 -3.185 -1.589
C 1.638 -2.154 -2.264
C 1.092 -1.097 -1.535
C 0.292 0.031 -2.074
C -0.131 0.190 -3.393
C -0.936 1.286 -3.734
C -1.374 2.191 -2.768
C -1.032 2.009 -1.431
C -0.185 0.941 -1.078
H 3.686 4.232 3.570
H 3.505 4.381 1.107
H 2.084 2.795 -0.133
H 0.998 0.900 3.641
H 2.453 2.497 4.830
H 1.872 -2.203 1.639
H 2.901 -4.016 0.301
H 2.762 -3.984 -2.162
H 1.591 -2.169 -3.347
H 0.193 -0.494 -4.169
H -1.220 1.432 -4.770
H -1.986 3.037 -3.060
H -1.382 2.709 -0.680
```

Calculated values
Orbital gap   5.00 eV
Total charge   +4
E_tot   -3207.0811 a.u.
HOMO energy   -20.9 eV
Energy relative to the best compared isomer or geometry (same formula, charge and spin)   0.0000 eV

Here is what Löwdin gives for the atomic charges, in e: 1.78, -0.07, -0.06, -0.07, -0.06, -0.07, -0.08, 0.16, 0.16, 0.16, 0.16, 0.15, 0.15, 0.03, 0.00, -0.07, -0.37, -0.08, 0.00, 1.44, -0.43, -0.01, 0.04, 0.06, 0.07, -0.28, -0.28, 0.06, 0.06, 0.03, -0.02, -0.42, 0.15, 0.14, 0.12, 0.11, 0.14, 0.14, 0.15, 0.16, 0.15, 0.15, 0.16, 0.15, 0.14

***

ORCA calculation (ωB97M-V/def2-TZVPD) on C4H7NO in the gas phase in a non-equilibrium geometry.

```
13
Properties=species:S:1:pos:R:3
C 1.315 0.320 -0.025
C -1.108 0.540 0.759
C -1.082 0.640 -0.686
C -0.050 -0.217 -0.019
N 2.277 -0.666 -0.001
O 1.557 1.499 -0.033
H -0.677 1.367 1.267
H -1.949 0.053 1.194
H -1.788 0.197 -1.331
H -0.780 1.525 -1.165
H -0.196 -1.218 -0.240
H 1.742 -1.409 0.501
H 3.195 -0.217 0.347
```

Calculated values
Orbital gap   10.92 eV
E_tot   -286.5802 a.u.
HOMO energy   -9.9 eV
SMILES   NC(=O)C1CC1
Energy relative to the best compared isomer or geometry (same formula, charge and spin)   1.3994 eV

Here is what Löwdin gives for the atomic charges, in e: -0.57, -0.08, -0.12, -0.20, 0.13, 0.08, 0.10, 0.10, 0.10, 0.10, 0.11, 0.11, 0.15

***

ORCA calculation (ωB97M-V/def2-TZVPD) on a molecular structure, C20H52F3LiO13 in a non-equilibrium geometry.

```
89
Properties=species:S:1:pos:R:3
Li 0.701 2.776 3.724
C 2.292 1.497 2.153
O 0.850 1.561 1.952
O 2.549 1.991 3.319
C 2.874 0.125 1.851
F 2.246 -0.912 2.452
F 2.915 -0.140 0.534
F 4.135 0.092 2.300
C 0.335 1.791 0.653
C -1.149 2.116 0.678
H -1.678 1.646 1.511
H -1.293 3.182 0.882
H -1.587 1.878 -0.287
H 0.481 0.905 0.028
H 0.876 2.645 0.226
H 2.696 2.154 1.345
C -7.664 -0.086 -4.864
O -7.241 0.515 -3.661
C -6.953 1.895 -3.835
C -6.684 2.512 -2.495
O -5.427 2.092 -2.030
C -5.033 2.737 -0.877
H -7.552 -1.160 -4.715
H -7.003 0.171 -5.701
H -8.699 0.157 -5.120
H -7.793 2.406 -4.324
H -6.066 2.005 -4.472
H -7.459 2.203 -1.777
H -6.747 3.610 -2.533
H -5.709 2.604 -0.014
H -4.909 3.828 -0.964
H -4.080 2.323 -0.544
C -1.944 -1.491 0.601
O -2.435 -2.762 0.309
C -3.300 -2.764 -0.796
C -3.963 -4.098 -0.948
O -3.073 -5.193 -0.972
C -2.228 -5.205 -2.088
H -2.643 -0.791 1.063
H -1.517 -1.064 -0.321
H -1.112 -1.666 1.281
H -2.731 -2.501 -1.703
H -4.079 -1.994 -0.689
H -4.527 -4.069 -1.893
H -4.655 -4.285 -0.128
H -1.640 -6.124 -2.025
H -1.517 -4.376 -2.142
H -2.798 -5.268 -3.027
C 6.372 2.052 -0.726
O 5.844 2.316 -2.018
C 4.458 2.574 -2.078
C 3.930 3.820 -1.478
O 3.976 3.788 -0.068
C 3.489 4.936 0.535
H 5.935 1.138 -0.302
H 6.242 2.894 -0.061
H 7.424 1.814 -0.892
H 3.936 1.711 -1.629
H 4.184 2.523 -3.134
H 2.889 3.950 -1.834
H 4.390 4.746 -1.864
H 3.881 5.892 0.164
H 3.690 4.888 1.608
H 2.386 5.019 0.475
C 5.632 -2.849 1.858
O 5.001 -4.110 1.832
C 4.390 -4.398 0.602
C 3.112 -3.642 0.337
O 2.244 -3.864 1.449
C 0.905 -3.496 1.223
H 4.994 -2.080 1.429
H 6.602 -2.906 1.344
H 5.864 -2.570 2.885
H 4.102 -5.452 0.705
H 5.086 -4.346 -0.244
H 2.653 -3.985 -0.596
H 3.271 -2.559 0.305
H 0.537 -3.054 2.158
H 0.347 -4.427 1.088
H 0.653 -2.735 0.481
O -0.049 4.503 2.932
H 0.376 5.361 2.836
H -0.982 4.698 3.070
O -1.615 -0.432 3.724
H -1.269 0.457 3.819
H -0.960 -0.997 4.147
O 2.633 -2.760 5.040
H 2.622 -3.662 4.707
H 2.762 -2.223 4.251
```

Calculated values
Orbital gap   7.40 eV
E_tot   -2078.3208 a.u.
HOMO energy   -8.3 eV

Here is what Löwdin gives for the atomic charges, in e: 0.75, -0.54, -0.17, -0.19, -0.55, 0.13, 0.13, 0.15, -0.26, -0.07, 0.07, 0.06, 0.07, 0.12, 0.12, 0.14, -0.12, -0.18, -0.21, -0.22, -0.16, -0.14, 0.09, 0.09, 0.09, 0.13, 0.13, 0.13, 0.13, 0.09, 0.09, 0.07, -0.13, -0.16, -0.24, -0.21, -0.17, -0.12, 0.09, 0.09, 0.06, 0.12, 0.13, 0.13, 0.13, 0.09, 0.08, 0.09, -0.09, -0.18, -0.21, -0.22, -0.20, -0.13, 0.09, 0.08, 0.09, 0.13, 0.13, 0.13, 0.13, 0.09, 0.09, 0.08, -0.10, -0.17, -0.22, -0.20, -0.19, -0.12, 0.06, 0.09, 0.09, 0.13, 0.13, 0.13, 0.10, 0.08, 0.10, 0.08, -0.07, 0.07, 0.06, -0.04, 0.01, 0.05, -0.06, 0.03, 0.00

***

ORCA calculation (ωB97M-V/def2-TZVPD) on C24H29N3O3 in the gas phase.

```
59
Properties=species:S:1:pos:R:3
O -1.545 -3.481 1.557
H -0.700 -3.881 1.311
C -1.562 -2.146 1.123
C -0.493 -1.305 1.848
N -0.368 0.078 1.427
C 0.231 0.250 0.108
C 1.770 0.246 0.201
O 2.309 1.544 0.168
H 1.798 2.108 0.767
H 2.054 -0.248 1.146
C 2.414 -0.532 -0.965
N 1.921 -1.876 -1.045
C 0.983 -2.319 -1.939
C 0.563 -3.573 -1.615
C 1.262 -3.945 -0.434
C 1.248 -5.078 0.383
C 2.068 -5.103 1.488
C 2.912 -4.030 1.790
C 2.947 -2.899 1.003
C 2.108 -2.854 -0.106
H 3.609 -2.080 1.239
H 3.550 -4.092 2.659
H 2.070 -5.968 2.135
H 0.608 -5.915 0.143
H -0.155 -4.167 -2.145
H 0.691 -1.698 -2.766
H 2.189 -0.008 -1.896
H 3.498 -0.530 -0.822
H -0.075 1.209 -0.308
H -0.110 -0.527 -0.586
C -1.526 0.919 1.675
H -2.099 1.095 0.760
C -1.064 2.279 2.292
O 0.339 2.361 2.342
H 0.647 1.441 2.425
C -1.604 3.506 1.529
N -1.183 3.546 0.160
C 0.061 3.946 -0.255
C 0.194 3.773 -1.598
C -1.036 3.234 -2.068
C -1.505 2.849 -3.323
C -2.786 2.358 -3.428
C -3.614 2.250 -2.308
C -3.179 2.621 -1.054
C -1.880 3.106 -0.934
H -3.835 2.540 -0.198
H -4.618 1.871 -2.429
H -3.169 2.055 -4.392
H -0.870 2.942 -4.192
H 1.058 3.999 -2.188
H 0.763 4.331 0.458
H -1.230 4.400 2.038
H -2.694 3.503 1.575
H -1.456 2.350 3.321
H -2.181 0.419 2.388
H -0.711 -1.318 2.920
H 0.478 -1.788 1.701
H -1.414 -2.095 0.035
H -2.563 -1.772 1.351
```

Calculated values
Orbital gap   8.71 eV
E_tot   -1321.9301 a.u.
HOMO energy   -8.0 eV
SMILES   OCCN(C[C@@H](O)Cn1ccc2ccccc21)C[C@H](O)Cn1ccc2ccccc21
Energy relative to the best compared isomer or geometry (same formula, charge and spin)   3.1176 eV

Here is what Löwdin gives for the atomic charges, in e: -0.06, 0.05, -0.24, -0.15, -0.18, -0.09, -0.33, -0.02, 0.06, 0.14, -0.07, -0.05, -0.08, -0.02, -0.19, -0.05, -0.09, -0.09, -0.02, -0.19, 0.11, 0.10, 0.10, 0.12, 0.11, 0.13, 0.14, 0.14, 0.12, 0.11, -0.10, 0.11, -0.31, -0.04, 0.09, -0.08, -0.05, -0.08, -0.02, -0.18, -0.03, -0.10, -0.10, -0.03, -0.20, 0.10, 0.10, 0.10, 0.11, 0.11, 0.13, 0.14, 0.13, 0.14, 0.13, 0.13, 0.11, 0.11, 0.12

***

- Which of these has the lowest HOMO energy?
  C24H19AsZr

***

- Which formula does entry 1 have?
  C21H28ClKN4O10S

***

- What is the E_tot in the second record?
  -1246.6207 a.u.